Here is the molecule C17H26N2O2 from the Open Molecules 2025 dataset. Energies are from ωB97M-V/def2-TZVPD.

Properties
DFT total energy in eV: -25126.795
ΔE to the lowest compared entry with this formula, charge and spin in kJ/mol: 11.81
HOMO in Ha: -0.27969
Gap between HOMO and LUMO in eV: 8.209

CARTESIAN COORDINATES (ANGSTROEM)
C (3.050, 6.699, 1.083)
C (3.499, 5.788, 2.223)
O (3.931, 4.523, 1.772)
C (3.011, 3.594, 1.374)
C (3.537, 2.425, 0.822)
C (2.719, 1.400, 0.401)
C (1.336, 1.518, 0.521)
C (0.810, 2.681, 1.072)
C (1.632, 3.711, 1.494)
H (1.175, 4.591, 1.918)
H (-0.262, 2.790, 1.174)
N (0.445, 0.518, 0.119)
C (0.725, -0.689, -0.487)
O (1.837, -1.080, -0.768)
N (-0.403, -1.407, -0.755)
H (-1.300, -1.072, -0.452)
C (-0.332, -2.729, -1.346)
C (-0.428, -3.846, -0.291)
H (0.250, -3.547, 0.513)
H (-0.013, -4.751, -0.740)
C (-1.778, -4.223, 0.330)
H (-2.350, -4.843, -0.360)
C (-2.658, -3.065, 0.817)
C (-3.818, -2.706, -0.115)
H (-4.424, -3.605, -0.259)
H (-4.449, -1.979, 0.406)
C (-3.495, -2.130, -1.496)
H (-2.962, -1.182, -1.410)
C (-2.738, -3.076, -2.436)
C (-1.231, -2.839, -2.585)
H (-0.840, -3.656, -3.197)
H (-1.083, -1.916, -3.151)
H (-3.154, -2.967, -3.441)
H (-2.928, -4.106, -2.139)
H (-4.459, -1.893, -1.956)
H (-2.041, -2.193, 1.031)
H (-3.113, -3.358, 1.767)
H (-1.541, -4.861, 1.186)
H (0.702, -2.777, -1.716)
H (-0.527, 0.744, 0.275)
H (3.138, 0.504, -0.025)
H (4.608, 2.340, 0.735)
H (2.706, 5.685, 2.975)
H (4.379, 6.215, 2.712)
H (2.777, 7.674, 1.477)
H (2.194, 6.275, 0.563)
H (3.860, 6.819, 0.368)